Below is the molecule C4H10N2O in a non-equilibrium geometry, with properties calculated with ωB97M-V with the def2-TZVPD basis set.

Its LUMO energy is 0.0380 hartree. For the energy relative to the best compared isomer or geometry (same formula, charge and spin), the calculation gives 61.49 kcal/mol. The HOMO energy comes out at -0.3077 hartree. As for the net charge: 0. The value obtained for the orbital gap is 9.41 eV. The SMILES is NCCNCC=O.

Last columns: bonded neighbours and bond lengths (Å).
Geometry (Å):
1 N -0.7992 2.3080 -0.4303  C2 1.492, H8 1.019, H9 1.016
2 C -0.3826 1.1907 -1.3264  N1 1.492, C3 1.499, H10 1.126, H11 1.108
3 C -0.3740 -0.1289 -0.6155  C2 1.499, N4 1.443, H12 1.108, H13 1.106
4 N 0.4052 0.0017 0.5922  C3 1.443, C5 1.448, H14 1.003
5 C 0.5059 -1.1323 1.4874  N4 1.448, C6 1.518, H15 1.091, H16 1.130
6 C 1.1452 -2.3027 0.7614  C5 1.518, O7 1.199, H17 1.106
7 O 0.4836 -2.9183 -0.0259  C6 1.199
8 H -1.7486 2.3754 -0.0650  N1 1.019
9 H -0.5439 3.0691 -1.0533  N1 1.016
10 H 0.6627 1.4800 -1.6301  C2 1.126
11 H -0.9940 1.1315 -2.2486  C2 1.108
12 H -0.0138 -0.8430 -1.3824  C3 1.108
13 H -1.3824 -0.5007 -0.3553  C3 1.106
14 H 0.4359 0.9358 0.9568  N4 1.003
15 H 0.8886 -0.6385 2.3818  C5 1.091
16 H -0.4762 -1.5386 1.8707  C5 1.130
17 H 2.1875 -2.4891 1.0823  C6 1.106